1.
{"formula": "CH2O2S3", "method": "ωB97M-V with the def2-TZVPD basis set", "orbital_gap_ev": 7.47, "symbols": ["C", "O", "O", "S", "S", "S", "H", "H"], "positions_angstrom": [[-0.1684, -0.8032, 0.4421], [0.1528, 1.4770, 2.9917], [-1.5423, 3.0390, 2.4319], [-0.7225, -2.0231, -0.5076], [0.5258, 0.6319, 0.0190], [-0.1459, 2.7802, 2.4462], [-0.1444, -0.8654, 1.4786], [0.6558, 0.6374, -1.4060]], "forces_ev_per_angstrom": [[-0.815, -2.250, -2.521], [0.783, 0.702, -0.237], [-0.646, 1.029, -0.407], [0.260, 0.679, 0.626], [1.379, 2.295, -2.103], [-0.188, -1.690, 0.837], [-0.252, -0.247, 2.034], [-0.520, -0.519, 1.771]], "lowdin_charge": [-1.18, -0.47, -0.41, 0.58, 0.72, 0.84, -0.03, -0.04]}

***

2.
{"formula": "C4H12O4Sn", "method": "ωB97M-V with the def2-TZVPD basis set", "orbital_gap_ev": 2.23, "total_charge": 2, "symbols": ["Sn", "C", "C", "O", "O", "H", "H", "H", "H", "H", "H", "C", "C", "O", "O", "H", "H", "H", "H", "H", "H"], "positions_angstrom": [[-1.8507, 0.3907, -0.7107], [2.3706, 4.3020, 0.3212], [2.4923, 5.5765, 1.2208], [1.3707, 5.5995, 2.1463], [2.5725, 3.0913, 1.0410], [2.9747, 4.3493, -0.5849], [1.3552, 4.3812, -0.0671], [2.3960, 6.4723, 0.6071], [3.3956, 5.5150, 1.8276], [1.1215, 6.5146, 2.2950], [3.4609, 3.2086, 1.3854], [-1.9398, -5.0528, -1.8459], [-2.1832, -5.2252, -0.3577], [-1.4447, -4.3580, 0.3721], [-2.8072, -3.9907, -2.2855], [-1.9750, -6.0111, -2.3640], [-0.9949, -4.5607, -2.0766], [-1.7787, -6.2153, -0.1473], [-3.2300, -5.2533, -0.0552], [-1.6227, -4.4413, 1.3118], [-3.6830, -4.2925, -2.0334]], "forces_ev_per_angstrom": [[0.089, -0.339, 0.021], [-0.803, 0.895, 0.379], [-1.228, -0.624, 0.299], [0.638, -0.581, -0.699], [-0.279, 0.810, -0.578], [0.660, 0.203, 0.222], [-0.312, -0.587, 0.257], [0.657, -0.066, -0.114], [0.307, 0.280, -0.236], [-0.013, 0.141, 0.046], [0.280, -0.522, 0.340], [0.120, 1.835, 0.230], [0.385, -2.511, -0.730], [1.144, 2.551, 1.006], [-0.440, -0.513, -0.261], [-0.621, 0.210, -0.303], [0.522, -0.771, 0.534], [-0.172, -0.612, 0.115], [-0.323, 0.120, -0.337], [-0.083, -0.123, 0.133], [-0.528, 0.204, -0.323]], "lowdin_charge": [1.64, -0.23, -0.17, -0.05, -0.04, 0.12, 0.10, 0.13, 0.13, 0.09, 0.10, -0.19, -0.28, -0.02, -0.06, 0.14, 0.13, 0.14, 0.14, 0.11, 0.09]}

***

3.
{"formula": "C4H9N2OS", "method": "ωB97M-V with the def2-TZVPD basis set", "orbital_gap_ev": 7.60, "smiles": "[H]/N=[N+]1/CCS[C@H]1OC", "total_charge": 1, "symbols": ["H", "N", "N", "C", "C", "S", "C", "O", "C", "H", "H", "H", "H", "H", "H", "H", "H"], "positions_angstrom": [[-0.9434, 1.8082, -1.5721], [-0.1325, 1.2373, -1.9188], [0.2073, 0.3460, -1.1262], [1.1959, -0.6352, -1.3448], [2.0777, -0.8364, -0.0681], [1.1718, 0.0947, 1.2257], [-0.3743, 0.0306, 0.1960], [-1.3024, 0.9264, 0.5085], [-2.0076, 0.6255, 1.7275], [1.8408, -0.3848, -2.3295], [0.7363, -1.5296, -1.7691], [2.1214, -1.9196, 0.2044], [3.0026, -0.3903, 0.0190], [-0.8081, -1.0455, 0.4217], [-2.9777, 1.2923, 1.5666], [-1.5848, 0.7534, 2.7289], [-2.2231, -0.3730, 1.5303]], "forces_ev_per_angstrom": [[0.487, -0.738, 0.277], [0.507, -0.834, 0.965], [-2.432, 0.785, -0.377], [4.743, -0.510, -3.879], [-3.261, -1.729, 0.489], [-0.455, 0.130, -0.118], [-0.162, -1.306, 2.488], [0.594, 1.883, 0.181], [-3.020, 2.423, -1.208], [-1.258, 0.109, 2.405], [-0.458, -0.178, 0.803], [0.079, 0.935, -0.330], [2.142, 0.731, -0.920], [0.947, 1.507, -1.703], [2.005, -1.616, 0.913], [0.695, 0.428, -0.636], [-1.152, -2.020, 0.649]], "lowdin_charge": [0.15, 0.35, -0.17, -0.17, -0.36, 0.99, -0.60, -0.17, -0.02, 0.20, 0.15, 0.11, 0.04, 0.19, 0.16, 0.11, 0.06]}

***

4.
{"formula": "C5H15NO", "method": "ωB97M-V with the def2-TZVPD basis set", "orbital_gap_ev": 10.41, "smiles": "CCCNCC.O", "symbols": ["C", "C", "C", "N", "C", "C", "H", "H", "H", "H", "H", "H", "H", "H", "H", "H", "H", "H", "H", "O", "H", "H"], "positions_angstrom": [[1.1054, 1.9204, -0.7902], [1.7235, 0.5990, -0.3673], [0.8344, -0.5723, -0.7787], [-0.0900, -1.1393, 0.2681], [-1.1724, -0.2334, 0.7767], [-0.8801, 0.7656, 1.8899], [1.5553, 2.7576, -0.2351], [0.0883, 2.0325, -0.4141], [1.0333, 1.8968, -1.8713], [2.7298, 0.5148, -0.7863], [1.8717, 0.3440, 0.6989], [1.4023, -1.4444, -1.1261], [0.1239, -0.3438, -1.5772], [0.4848, -1.2032, 1.1105], [-1.4543, 0.4222, -0.0641], [-2.0603, -0.8455, 0.9456], [-0.5099, 0.1662, 2.7367], [-0.0079, 1.3500, 1.6267], [-1.8470, 1.1889, 2.1523], [-1.9942, -2.8346, -1.4370], [-1.6579, -2.2628, -0.7317], [-1.2789, -3.0787, -2.0263]], "forces_ev_per_angstrom": [[-0.461, 0.039, 1.867], [-0.140, -1.144, 0.271], [-1.281, -1.164, -0.134], [0.612, 1.382, 1.273], [-0.160, 0.732, -2.274], [0.588, -2.557, 0.572], [0.549, 0.087, -1.156], [-0.312, -0.471, -0.192], [0.412, 0.790, -0.123], [-0.129, -0.084, -0.227], [0.025, 1.140, -0.048], [0.110, 0.253, 0.089], [0.361, 0.344, -0.335], [0.137, -0.832, -0.190], [-0.130, -0.434, -0.169], [0.066, 0.040, 0.508], [-0.340, 0.266, 0.263], [-0.499, 0.918, -0.081], [0.463, 0.797, 0.117], [-0.777, -0.017, 0.013], [0.635, -0.292, -0.316], [0.269, 0.209, 0.271]], "lowdin_charge": [-0.11, -0.25, -0.24, -0.09, -0.29, -0.09, 0.08, 0.05, 0.08, 0.10, 0.11, 0.11, 0.11, 0.09, 0.10, 0.10, 0.08, 0.05, 0.08, -0.07, -0.01, 0.02]}